No. 1
ORCA calculation (ωB97M-V/def2-TZVPD) on 3 unconnected molecules or ions with the total composition C12H22O7S2 at a distorted geometry.

The geometry in XYZ format:
```
43
Properties=species:S:1:pos:R:3:forces:R:3:nbo_charge:R:1
C 0.183196 2.306788 1.166606 -1.766 -0.474 -0.359 -0.624
C -0.913504 1.277128 1.690596 1.877 2.149 1.101 0.065
C -2.375894 1.381978 1.298296 0.339 -0.304 -0.383 -0.103
O -2.563144 0.145948 0.462696 -1.171 3.014 0.016 -0.481
C -1.425294 -0.522062 0.384556 -0.637 -2.495 1.712 0.974
O -1.360484 -1.649062 -0.063024 0.685 2.051 -0.072 -0.593
O -0.539854 0.066688 1.208536 1.944 -3.109 -1.275 -0.485
H 0.431586 2.005648 0.148896 0.004 0.193 -0.090 0.215
H 1.101166 2.285578 1.753956 -0.290 -0.191 0.168 0.226
H -0.229984 3.315378 1.156216 0.136 0.107 0.043 0.208
H -0.705034 1.293048 2.760346 -0.712 -0.327 0.268 0.192
H -2.455754 2.359448 0.822606 -0.734 -0.460 -0.956 0.199
H -3.090834 1.361398 2.120816 0.162 -0.359 -0.093 0.211
C -2.672314 -4.952822 -1.115314 1.145 -1.855 0.873 -0.404
C -3.416274 -4.438902 0.104516 0.715 0.542 -0.268 -0.418
C -3.081954 -5.303102 1.389336 -1.120 0.691 -0.450 -0.644
S -1.598294 -6.397242 1.046006 0.799 2.162 -2.826 2.048
O -2.071834 -7.725152 0.581196 0.863 2.032 1.544 -0.905
O -0.397554 -6.133722 1.877186 -2.462 -1.206 -0.458 -0.900
C -1.260284 -5.366032 -0.515954 -0.683 -0.912 -0.730 -0.627
H -2.639754 -4.223112 -1.924364 0.259 -0.003 0.184 0.227
H -3.157324 -5.856552 -1.484274 0.152 -0.132 -0.236 0.206
H -4.487414 -4.331132 -0.066204 -0.082 -0.467 0.172 0.214
H -3.050574 -3.413042 0.060116 0.083 0.174 1.408 0.236
H -3.994074 -5.877782 1.550196 0.435 -0.611 0.212 0.242
H -2.994724 -4.633752 2.245176 0.645 -0.326 0.091 0.246
H -0.676994 -6.035232 -1.148454 -0.285 -0.254 -0.172 0.233
H -0.568914 -4.541172 -0.343604 -0.465 0.211 0.682 0.245
C 3.152706 5.323628 -0.505454 1.006 0.113 -0.315 -0.430
C 2.270636 4.101368 -0.353104 0.621 0.615 1.125 -0.404
C 3.064106 2.898358 -0.956794 -1.438 0.723 -1.305 -0.653
S 4.432616 3.593198 -2.036724 0.354 0.157 1.725 2.049
O 4.405206 3.058178 -3.396494 0.065 0.599 1.493 -0.904
O 5.661126 3.510818 -1.188194 -2.169 0.414 -1.958 -0.925
C 3.669346 5.353568 -1.928434 1.373 -1.459 -0.131 -0.583
H 3.974746 5.058698 0.159486 0.517 0.622 -0.086 0.224
H 2.791766 6.304568 -0.196284 -0.496 -0.245 0.042 0.229
H 1.273276 4.327758 -0.730094 0.042 -0.683 -0.463 0.209
H 2.180986 4.011668 0.729486 -0.276 -0.434 -0.057 0.218
H 2.343556 2.488668 -1.664644 0.402 -0.607 -0.186 0.239
H 3.388866 2.120288 -0.265974 0.287 0.362 -0.085 0.257
H 2.909676 5.410908 -2.707994 -0.022 -0.018 0.066 0.229
H 4.493486 6.039188 -2.125454 -0.102 0.002 0.033 0.246
```
Positions in Å, forces in eV/Å.

The value obtained for the total energy is -1793.38619 Eh. The energy above the lowest of the compared OMol25 structures with the same formula, charge and spin is 0.0 kcal per mole. As for the HOMO-LUMO gap: 10.0 eV. The HOMO energy is -9.87 eV. As for the structure (SMILES): C[C@H]1COC(=O)O1.O=S1(=O)CCCC1.O=S1(=O)CCCC1.

No. 2
ORCA calculation (ωB97M-V/def2-TZVPD) on a molecular structure, C12H23BClF2N3O2RuS at a distorted geometry.

The geometry in XYZ format:
```
46
Properties=species:S:1:pos:R:3:forces:R:3:nbo_charge:R:1
Ru 0.356648 1.932142 0.020460 -2.098 0.715 3.095 0.149
C -4.525170 0.075266 -0.159096 0.016 -0.025 0.037 -0.438
N -3.263857 0.701414 0.171183 -0.049 -0.049 0.185 -0.577
C -2.934206 1.157686 1.362049 0.086 0.066 -0.123 0.376
S -1.410334 1.923576 1.679789 0.381 -0.327 -0.419 -0.138
N -3.824279 1.035791 2.357664 -0.022 0.005 -0.007 -0.580
C -3.653741 1.455133 3.737721 0.015 0.028 -0.002 -0.416
H -4.492843 -0.187434 -1.212653 0.008 0.014 -0.009 0.248
H -5.365068 0.756848 0.000757 -0.007 -0.003 -0.007 0.197
H -4.687927 -0.840727 0.416282 0.005 0.005 0.008 0.197
H -2.570148 0.766715 -0.578294 -0.092 0.033 -0.012 0.461
H -4.702860 0.603299 2.126928 -0.010 -0.012 -0.015 0.399
H -2.651557 1.846534 3.873947 -0.003 -0.010 0.007 0.243
H -3.793460 0.604609 4.404345 -0.006 0.003 0.001 0.205
H -4.373112 2.233786 3.990805 0.004 0.004 -0.001 0.204
Cl 2.767775 2.728227 0.680845 0.172 0.008 -0.225 0.006
C 1.398926 2.416763 1.788741 0.297 -0.111 -0.680 -0.638
H 1.119188 3.344007 2.278719 -0.014 -0.020 0.068 0.221
H 1.678435 1.630702 2.482442 -0.048 -0.014 0.022 0.217
F 0.059718 4.484848 -0.048135 -0.159 0.044 0.087 -0.338
C -0.022591 3.599933 -1.075362 1.145 -0.920 -1.595 0.530
F 0.989600 3.887209 -1.967325 -0.350 0.098 0.454 -0.358
H -0.954225 3.699104 -1.630604 -0.121 0.111 0.365 0.149
N -1.680245 0.788876 -2.178541 0.111 -0.007 -0.141 -0.573
C -0.847133 1.192276 -1.477028 0.623 -0.076 -0.216 0.065
C 2.849956 -1.590152 -2.758439 0.005 0.005 0.022 -0.625
C 2.653674 -1.291722 -1.279966 -0.100 -0.043 0.040 0.239
C 4.001424 -1.290044 -0.572646 -0.033 0.030 0.029 -0.626
O 2.121348 0.048599 -1.177714 0.217 -0.304 -0.151 -0.750
B 0.995890 0.023962 -0.407185 0.178 0.809 -1.091 1.099
O 0.623031 -1.210739 0.001707 -0.148 -0.032 0.339 -0.751
C 1.544917 -2.180448 -0.574636 -0.014 -0.008 0.008 0.250
C 2.062301 -3.038942 0.568124 -0.027 0.002 -0.012 -0.626
C 0.719163 -3.025788 -1.531843 -0.004 0.039 -0.026 -0.630
H 3.644951 -0.952930 -3.145535 -0.013 0.013 -0.006 0.222
H 1.944091 -1.380082 -3.323672 -0.006 -0.027 0.001 0.226
H 3.136999 -2.630282 -2.918105 0.026 0.002 0.002 0.208
H 4.625150 -0.522840 -1.030626 0.010 -0.011 -0.008 0.226
H 4.505703 -2.252217 -0.671021 -0.002 -0.001 0.008 0.209
H 3.900471 -1.049636 0.484910 0.004 0.009 -0.003 0.214
H 2.460837 -2.424506 1.373318 0.030 -0.010 -0.018 0.219
H 2.841921 -3.719811 0.224601 -0.013 -0.021 -0.003 0.213
H 1.241155 -3.631037 0.972152 0.000 0.001 0.000 0.218
H 0.249063 -2.407578 -2.295407 0.009 -0.001 -0.011 0.227
H -0.070165 -3.522643 -0.967985 0.000 0.003 0.003 0.218
H 1.330587 -3.787748 -2.015674 -0.006 -0.013 -0.001 0.211
```
Positions in Å, forces in eV/Å.

The value obtained for the total energy is -1963.68916 Eh. The energy above the lowest of the compared OMol25 structures with the same formula, charge and spin is 19.0 kcal per mole. As for the HOMO-LUMO gap: 7.9 eV. The HOMO energy is -7.99 eV.

No. 3
ORCA calculation (ωB97M-V/def2-TZVPD) on a molecular structure, C12H23F3IrNO2P2 at a distorted geometry.

The geometry in XYZ format:
```
44
Properties=species:S:1:pos:R:3:forces:R:3:lowdin_spin:R:1
Ir 0.003548 0.164013 -0.208064 -0.763 0.686 -1.299 1.532
P 1.957632 -0.816777 0.059930 2.421 -1.497 0.419 0.070
C 2.347001 -1.205652 -1.698387 -0.393 -0.470 -0.295 0.060
C 1.072616 -1.602902 -2.429952 2.031 -0.031 0.060 0.367
N -0.088480 -1.140841 -1.920632 0.278 2.688 3.584 0.280
C -1.287598 -1.450263 -2.456631 -2.107 -0.200 -0.373 0.375
C -1.348086 -2.337342 -3.527480 -0.013 -0.079 -0.370 0.259
C -0.167980 -2.804784 -4.097964 -0.493 -1.152 -1.477 0.289
C 1.047265 -2.406440 -3.567541 0.845 -0.175 0.068 0.272
C -2.531922 -0.841616 -1.865626 0.238 0.582 0.297 0.059
P -2.063395 0.596823 -0.784950 -2.352 -0.271 -1.078 0.115
H 2.014557 -2.717250 -3.960332 -0.351 -0.096 -0.159 0.005
H -2.333429 -2.594990 -3.891971 0.097 -0.184 -0.223 0.004
H -0.201634 -3.473061 -4.948727 0.007 0.099 0.097 0.011
H -3.219365 -0.457083 -2.632716 0.148 -0.324 -0.025 0.010
H -3.121496 -1.542969 -1.247860 0.333 -0.040 -0.193 0.020
H 2.812344 -0.298572 -2.136591 -0.320 -0.259 0.097 0.019
H 3.092306 -2.008244 -1.738953 -0.046 0.096 -0.198 0.006
H 0.905263 3.707200 -2.001436 0.630 -0.487 -0.267 0.000
O 1.472148 2.970630 -2.334044 -0.414 0.117 0.164 0.005
H 2.111110 3.343126 -2.956299 -0.235 0.053 0.198 0.000
H -0.274262 4.417901 0.078842 -0.009 0.254 -0.605 0.000
O -0.356941 4.454801 -0.893812 -0.344 0.035 0.622 0.001
H -1.066581 5.085462 -1.090607 0.361 0.040 0.169 0.000
C -1.970187 2.020209 -1.903394 -0.142 -0.001 0.395 0.054
H -2.891517 2.042993 -2.491957 0.088 0.140 -0.051 0.011
H -1.835715 2.940411 -1.322501 -0.088 -0.262 -0.189 0.000
H -1.086708 1.911904 -2.547815 -0.218 0.003 0.019 0.004
C -3.268642 0.721792 0.531605 -0.305 0.244 -0.124 0.020
H -3.046147 1.607567 1.130860 -0.140 -0.127 -0.095 0.000
H -4.271867 0.794882 0.104305 -0.021 -0.011 0.155 0.005
H -3.194493 -0.163286 1.170634 -0.043 0.070 -0.104 0.002
C 1.715364 -2.373088 0.971731 0.347 0.115 -0.175 0.005
H 2.603382 -3.006773 0.865255 -0.213 -0.001 0.157 0.000
H 1.551360 -2.118617 2.027565 0.060 -0.126 -0.226 0.001
H 0.827199 -2.887970 0.580903 0.279 0.068 0.107 0.001
C 3.343419 0.120045 0.706024 0.346 -0.082 0.135 0.020
H 3.145552 0.361232 1.755735 0.105 -0.023 -0.203 0.000
H 4.268143 -0.464998 0.627924 -0.146 0.089 0.044 0.004
H 3.443456 1.050152 0.133331 -0.061 -0.183 0.157 0.000
F -0.081768 0.504264 2.593936 -0.002 0.521 -1.131 0.033
C 0.065337 1.282872 1.462459 1.002 1.559 2.271 0.044
F -0.907174 2.270741 1.562098 0.787 -0.847 -0.297 0.030
F 1.258986 1.965994 1.621606 -1.188 -0.531 -0.055 0.006
```
Positions in Å, forces in eV/Å.

The value obtained for the total energy is -1762.21195 Eh. The energy above the lowest of the compared OMol25 structures with the same formula, charge and spin is 6.1 kcal per mole. As for the HOMO-LUMO gap (alpha / beta): 6.0 / 5.7 eV. As for the total charge: +2. The spin multiplicity is 5. The HOMO energy (alpha / beta) is -12.51 / -16.33 eV.